The following is a quantum chemistry calculation of 2 unconnected molecules or ions with the total composition C11H25ClNO2, from the Open Molecules 2025 dataset.

Multiplicity   1
Total charge   +1
Frontier orbital gap   9.99 eV
Highest occupied orbital energy   -13.295 eV

Positions of all 40 atoms, in Å:
C (-0.89, 0.18, 5.41)
C (-1.15, 1.25, 4.35)
C (-0.71, 0.83, 2.95)
O (-1.87, 0.76, 2.11)
C (-1.65, 0.57, 0.74)
C (-1.10, 1.83, 0.07)
N (-1.28, 1.64, -1.40)
C (-0.50, 0.47, -1.95)
C (-0.70, -0.82, -1.15)
C (0.46, -1.77, -1.53)
Cl (0.26, -3.31, -0.63)
C (0.62, -2.05, -3.03)
C (2.07, -1.88, -3.48)
C (-0.77, -0.61, 0.36)
H (-1.06, 0.57, 6.41)
H (-1.55, -0.68, 5.27)
H (0.14, -0.18, 5.36)
H (-0.66, 2.18, 4.63)
H (-2.22, 1.46, 4.30)
H (-0.23, -0.15, 2.98)
H (0.01, 1.54, 2.53)
H (-2.66, 0.40, 0.33)
H (-0.03, 1.95, 0.24)
H (-1.62, 2.74, 0.38)
H (-2.28, 1.48, -1.59)
H (-1.02, 2.49, -1.91)
H (-0.82, 0.35, -2.98)
H (0.55, 0.79, -1.96)
H (-1.63, -1.30, -1.49)
H (1.38, -1.34, -1.14)
H (0.30, -3.07, -3.22)
H (-0.04, -1.41, -3.62)
H (2.72, -2.53, -2.90)
H (2.42, -0.85, -3.35)
H (2.19, -2.14, -4.53)
H (-1.16, -1.51, 0.83)
H (0.24, -0.46, 0.76)
O (4.46, 0.59, -2.63)
H (4.46, 1.54, -2.46)
H (5.31, 0.42, -3.05)


The following is a quantum chemistry calculation of a molecular structure, C11H25ClNO2P2Pb, from the Open Molecules 2025 dataset.

Multiplicity   1
Total charge   +1
Frontier orbital gap (spin up / spin down)   3.60 / 4.21 eV
Highest occupied orbital energy (spin up / spin down)   -9.157 / -9.757 eV

Positions of all 43 atoms, in Å:
C (0.87, 2.73, -1.28)
C (0.58, 1.72, -0.30)
N (0.73, 0.39, -0.63)
C (1.25, 0.08, -1.81)
C (1.64, 1.03, -2.77)
C (1.42, 2.38, -2.50)
C (0.23, 2.11, 1.01)
P (0.40, 1.06, 2.43)
Pb (0.41, -1.66, 2.43)
P (0.30, -2.55, -1.58)
C (1.56, -1.39, -2.10)
O (-4.41, 4.00, 0.09)
O (-3.17, -0.54, 0.05)
H (0.70, 3.76, -0.99)
H (2.08, 0.69, -3.70)
H (1.68, 3.15, -3.23)
C (2.00, 1.42, 3.23)
C (-0.81, 1.74, 3.63)
H (1.72, -1.51, -3.18)
H (2.51, -1.68, -1.63)
H (-4.85, 3.52, 0.79)
H (0.04, 3.18, 1.16)
C (0.89, -4.09, -0.89)
C (-0.98, -2.75, -2.81)
H (0.15, -2.05, 0.11)
H (-2.99, -0.90, 0.95)
H (-2.26, -0.50, -0.30)
H (-4.09, 3.31, -0.51)
H (1.77, -1.73, 1.20)
H (-0.46, -1.71, -0.43)
H (2.03, 2.42, 3.66)
H (2.20, 0.70, 4.03)
H (2.81, 1.32, 2.49)
H (-0.47, 2.69, 4.05)
H (-1.77, 1.88, 3.12)
H (-0.95, 1.02, 4.44)
H (-0.67, -3.33, -3.70)
H (-1.84, -3.28, -2.38)
H (-1.31, -1.76, -3.18)
H (1.15, -4.84, -1.66)
H (1.76, -3.91, -0.24)
H (0.07, -4.51, -0.27)
Cl (-1.95, -1.61, 3.23)


The following is a quantum chemistry calculation of C11H25NO4Si in the gas phase, from the Open Molecules 2025 dataset.

Multiplicity   1
Frontier orbital gap   8.35 eV
Highest occupied orbital energy   -7.505 eV
SMILES   CCO[Si](CN1CCOCC1)(OCC)OCC

Positions of all 42 atoms, in Å:
C (3.58, -3.09, -0.71)
C (2.54, -2.32, 0.07)
O (2.21, -1.19, -0.72)
Si (0.99, -0.25, -0.02)
C (-0.54, -1.35, 0.19)
N (-1.81, -0.80, -0.17)
C (-2.57, -0.06, 0.89)
C (-4.02, 0.00, 0.39)
O (-4.10, 0.42, -0.96)
C (-3.41, -0.43, -1.91)
C (-1.94, -0.38, -1.65)
O (1.27, 0.14, 1.57)
C (0.30, 0.80, 2.40)
C (0.90, 1.78, 3.36)
O (0.64, 1.17, -0.83)
C (1.76, 1.89, -1.16)
C (1.51, 3.03, -2.15)
H (4.15, -3.82, -0.13)
H (3.07, -3.53, -1.63)
H (4.33, -2.36, -1.00)
H (1.74, -3.02, 0.30)
H (2.93, -2.00, 1.04)
H (-0.27, -2.32, -0.22)
H (-0.35, -1.41, 1.27)
H (-2.23, 1.02, 0.94)
H (-2.41, -0.71, 1.79)
H (-4.51, -1.00, 0.30)
H (-4.69, 0.71, 0.90)
H (-3.66, -0.12, -2.89)
H (-3.80, -1.47, -1.90)
H (-1.45, -1.13, -2.31)
H (-1.50, 0.61, -1.67)
H (-0.49, 1.35, 1.89)
H (-0.25, 0.13, 3.08)
H (1.84, 1.46, 3.72)
H (1.07, 2.71, 2.82)
H (0.25, 2.17, 4.15)
H (2.17, 2.30, -0.21)
H (2.44, 1.08, -1.55)
H (2.44, 3.69, -2.42)
H (0.80, 3.65, -1.75)
H (1.06, 2.65, -3.13)


The following is a quantum chemistry calculation of 3 unconnected molecules or ions with the total composition C11H26BClO5Si, from the Open Molecules 2025 dataset.

Multiplicity   1
Frontier orbital gap   9.71 eV
Highest occupied orbital energy   -9.400 eV
SMILES   OCC[Si@H](Cl)CB(O)O.C1CCOC1.C1CCOC1

Positions of all 45 atoms, in Å:
O (-3.49, 1.26, -4.29)
C (-2.25, 1.51, -3.65)
C (-2.35, 2.53, -2.50)
Si (-1.02, 2.17, -1.20)
Cl (-2.00, 1.37, 0.46)
C (-0.01, 3.70, -0.77)
B (1.44, 3.65, -1.39)
O (1.90, 4.74, -2.11)
O (2.27, 2.58, -1.30)
H (-4.18, 1.31, -3.61)
H (-1.80, 0.58, -3.31)
H (-1.58, 1.93, -4.40)
H (-3.32, 2.46, -2.03)
H (-2.22, 3.53, -2.90)
H (-0.11, 1.11, -1.69)
H (0.01, 3.78, 0.32)
H (-0.51, 4.59, -1.13)
H (1.42, 4.78, -2.96)
H (2.21, 2.12, -0.46)
C (-2.27, -1.83, 2.77)
C (-2.49, -3.08, 3.62)
C (-3.69, -3.72, 2.93)
O (-3.60, -3.36, 1.55)
C (-2.61, -2.34, 1.38)
H (-1.27, -1.42, 2.84)
H (-2.98, -1.05, 3.07)
H (-1.62, -3.74, 3.54)
H (-2.66, -2.88, 4.67)
H (-4.63, -3.32, 3.34)
H (-3.71, -4.80, 3.02)
H (-1.73, -2.79, 0.90)
H (-3.01, -1.56, 0.73)
C (4.97, -1.06, -0.08)
C (3.70, -1.88, -0.27)
C (2.94, -1.58, 1.01)
O (3.31, -0.25, 1.39)
C (4.44, 0.18, 0.62)
H (5.49, -0.83, -1.01)
H (5.67, -1.59, 0.57)
H (3.15, -1.51, -1.14)
H (3.88, -2.95, -0.41)
H (3.22, -2.26, 1.81)
H (1.86, -1.62, 0.88)
H (4.10, 0.92, -0.11)
H (5.16, 0.65, 1.28)


The following is a quantum chemistry calculation of a molecular structure, C11H26CaN2O2P2S, from the Open Molecules 2025 dataset.

Multiplicity   2
Total charge   +1
Frontier orbital gap (spin up / spin down)   6.74 / 5.33 eV
Highest occupied orbital energy (spin up / spin down)   -9.284 / -9.227 eV
Relative energy (zero: lowest compared OMol25 entry of this formula, charge and spin)   15.8 kcal/mol

Positions of all 45 atoms, in Å:
Ca (0.54, 0.08, 0.61)
P (0.91, 3.05, 0.15)
P (2.30, -2.40, 0.79)
N (-1.30, 0.82, -0.51)
N (-0.63, -1.77, -0.31)
H (-3.00, 0.18, -1.66)
H (-2.72, -2.18, -0.46)
H (-3.10, -0.05, 0.10)
C (-2.41, -0.09, -0.76)
H (-1.94, -1.75, -1.99)
C (-1.95, -1.53, -0.90)
H (-1.89, 1.97, -2.34)
H (-0.82, -3.80, -0.80)
C (-1.16, 1.84, -1.49)
C (-0.18, -3.01, -0.37)
H (-1.24, 3.77, -0.63)
C (-0.46, 3.15, -1.11)
H (-0.07, 3.67, -2.01)
H (3.38, -2.71, -0.10)
H (2.69, -3.31, 1.82)
H (1.88, 3.73, -0.64)
H (0.50, 4.20, 0.88)
O (1.86, 0.75, -1.21)
C (1.73, 0.57, -2.45)
C (1.83, 1.72, -3.43)
C (1.51, -0.80, -3.06)
H (-0.45, 1.27, -2.05)
H (1.41, 2.66, -3.05)
H (2.91, 1.89, -3.64)
H (1.32, 1.48, -4.36)
H (1.00, -1.45, -2.32)
H (0.85, -0.70, -3.98)
H (2.53, -1.15, -3.32)
C (1.09, -3.46, 0.02)
H (1.29, -4.52, -0.15)
C (-1.46, 1.01, 4.64)
S (0.10, 0.18, 4.32)
C (-0.40, -1.52, 4.65)
O (0.29, 0.25, 2.82)
H (-1.54, 1.21, 5.72)
H (-2.28, 0.36, 4.32)
H (-1.46, 1.95, 4.09)
H (-1.45, -1.65, 4.37)
H (0.25, -2.19, 4.08)
H (-0.27, -1.71, 5.72)


The following is a quantum chemistry calculation of a molecular structure, C11H26FeN4O6S, from the Open Molecules 2025 dataset.

Multiplicity   5
Frontier orbital gap (spin up / spin down)   4.31 / 5.51 eV
Highest occupied orbital energy (spin up / spin down)   -5.648 / -7.227 eV
Relative energy (zero: lowest compared OMol25 entry of this formula, charge and spin)   10.3 kcal/mol

Positions of all 49 atoms, in Å:
O (2.41, 1.79, -2.45)
H (2.62, 2.75, -2.49)
Fe (-0.37, 0.43, -0.03)
N (0.61, 1.70, 1.03)
N (1.70, -0.54, 0.30)
N (-2.23, 0.52, 0.08)
N (-0.80, -1.30, -0.89)
O (-0.10, 2.73, 1.41)
O (-2.77, 1.75, 0.61)
O (-0.02, -2.36, -1.25)
O (2.12, -1.74, 0.09)
C (2.52, 0.33, 0.93)
C (1.98, 1.64, 1.17)
C (-2.95, -0.27, -0.79)
C (-2.12, -1.40, -1.22)
C (2.72, 2.82, 1.76)
H (3.11, 3.52, 1.00)
H (3.56, 2.44, 2.37)
H (1.98, 3.35, 2.39)
C (3.83, -0.18, 1.42)
H (4.43, -0.59, 0.61)
H (3.65, -0.98, 2.13)
H (4.40, 0.60, 1.93)
C (-4.29, 0.12, -1.36)
C (-2.70, -2.66, -1.79)
H (-4.26, 1.18, -1.57)
H (-5.02, -0.07, -0.56)
H (-4.57, -0.42, -2.29)
H (-2.05, -3.54, -1.67)
H (-2.92, -2.58, -2.86)
H (-3.63, -2.86, -1.26)
H (-1.94, 2.30, 0.89)
H (0.90, -2.19, -0.77)
C (2.98, 0.27, -3.60)
H (3.93, 0.56, -3.14)
H (2.23, 0.77, -4.14)
H (2.74, -0.82, -3.48)
O (0.06, 1.46, -1.51)
H (1.44, 1.85, -2.05)
H (-0.67, 2.18, -1.74)
C (-2.03, -0.24, 2.84)
S (-0.40, -0.76, 2.39)
C (-0.73, -2.52, 2.14)
H (-2.30, 0.76, 2.45)
H (-1.90, -0.19, 3.94)
H (-2.82, -0.96, 2.59)
H (-1.03, -2.85, 3.16)
H (-1.52, -2.79, 1.40)
H (0.23, -3.01, 1.86)


Looking at energy for the records above, in order, we have -29913.808, -53732.464, -29370.702, -43145.712, -66748.486, -75285.106 eV.
Looking at max |F| for the records above, in order, we have 0.17, 3.22, 3.51, 1.17, 2.62, 6.26 eV/Å.